C12H28FO6P2S4 | the ωB97M-V functional and the def2-TZVPD basis

Last column: Mulliken charge in e.
Geometry (Å):
F1 5.235 2.451 -0.381  -0.1295
P1 4.339 1.324 0.074  0.4278
P2 4.561 -0.336 -1.379  0.1436
S1 5.328 0.490 -2.942  -0.2563
H1 4.611 0.999 1.409  0.2444
H2 3.039 1.823 -0.044  0.2203
H3 5.368 -1.357 -0.847  0.1828
H4 3.255 -0.783 -1.639  0.0844
C1 -0.841 -2.148 -0.696  -0.6696
C2 -1.472 -1.614 0.595  -0.5248
C3 -0.381 -1.613 1.674  -0.8417
S2 1.174 -1.418 0.811  1.1416
O1 1.973 -2.603 0.977  -0.6677
O2 1.738 -0.103 1.108  -0.6377
C4 0.488 -1.411 -0.844  -0.6856
H5 -1.483 -1.983 -1.560  0.2953
H6 -0.667 -3.222 -0.605  0.3539
H7 -1.829 -0.595 0.432  0.3010
H8 -2.323 -2.211 0.902  0.2822
H9 -0.501 -0.795 2.380  0.3904
H10 -0.342 -2.560 2.209  0.3832
H11 1.181 -1.896 -1.529  0.5020
H12 0.332 -0.371 -1.136  0.4363
C5 -4.865 -4.829 -2.785  -0.7309
C6 -6.044 -5.022 -1.823  -0.6267
C7 -5.484 -4.976 -0.395  -0.7521
S3 -4.016 -3.945 -0.466  1.2905
O3 -2.857 -4.752 -0.167  -0.6726
O4 -4.270 -2.704 0.226  -0.7372
C8 -4.066 -3.652 -2.232  -0.6022
H13 -5.201 -4.638 -3.803  0.3866
H14 -4.245 -5.728 -2.798  0.3175
H15 -6.763 -4.213 -1.962  0.2980
H16 -6.566 -5.958 -2.007  0.3350
H17 -6.188 -4.538 0.308  0.3596
H18 -5.179 -5.962 -0.050  0.3749
H19 -3.052 -3.595 -2.622  0.3571
H20 -4.588 -2.709 -2.396  0.3863
C9 3.772 5.081 1.440  -0.1416
C10 2.542 4.711 2.285  -0.5195
C11 1.805 6.013 2.618  -0.7203
S4 2.172 7.156 1.276  1.1325
O5 2.946 8.246 1.799  -0.6316
O6 0.987 7.375 0.495  -0.6498
C12 3.272 6.058 0.381  -0.7199
H21 4.232 4.203 0.985  -0.2240
H22 4.521 5.563 2.071  0.3674
H23 1.884 4.055 1.706  0.2447
H24 2.820 4.176 3.193  0.3848
H25 0.730 5.873 2.676  0.3843
H26 2.172 6.458 3.541  0.3594
H27 4.064 6.638 -0.085  0.4312
H28 2.681 5.550 -0.381  0.3422

- LUMO level: -0.16798 Eh
- Net charge: +1


C12H29BGaN2O3S2Zn | the ωB97M-V functional and the def2-TZVPD basis

Last column: Mulliken charge in e.
Geometry (Å):
C1 2.179 3.420 -0.822  -1.2911
C2 2.837 2.076 -1.117  -0.1292
O1 1.895 1.022 -1.350  -0.2449
Ga1 2.057 -0.477 -0.183  -0.2694
C3 3.981 -1.157 -0.406  -0.3972
C4 4.411 -2.052 0.766  -0.4837
O2 4.696 -3.378 0.315  -0.5657
C5 0.762 -1.929 -0.666  -1.2017
C6 -0.677 -1.475 -0.994  0.9351
C7 -1.692 -2.616 -0.824  -1.0317
S1 -3.408 -2.216 -0.373  -0.1660
C8 -3.621 -0.516 -0.890  -0.1892
S2 -4.212 -0.197 -2.367  -0.1131
N1 -3.348 0.473 0.076  0.4095
C9 -4.446 0.591 1.086  -0.5705
C10 -4.182 -0.219 2.373  -0.9534
C11 -2.962 1.747 -0.514  -1.4104
C12 -1.556 1.583 -1.114  -0.5321
B1 1.761 0.217 1.875  0.6114
N2 0.403 0.081 2.413  -0.5942
O3 2.798 0.695 2.610  -0.5109
H1 1.313 3.306 -0.159  0.2623
H2 1.849 3.907 -1.749  0.3358
H3 2.903 4.078 -0.331  0.3688
H4 3.528 1.808 -0.304  0.2622
H5 3.471 2.201 -2.005  0.3549
H6 4.650 -0.312 -0.584  0.3921
H7 3.902 -1.754 -1.322  0.4356
H8 5.322 -1.649 1.215  0.2992
H9 3.641 -2.120 1.549  0.1350
H10 3.860 -3.855 0.245  0.3059
H11 1.191 -2.408 -1.555  0.4720
H12 0.695 -2.679 0.130  0.4915
H13 -0.956 -0.623 -0.363  -0.4351
H14 -0.704 -1.180 -2.060  0.1656
H15 -1.745 -3.200 -1.749  0.4112
H16 -1.326 -3.308 -0.060  0.4525
H17 -5.391 0.244 0.655  0.3630
H18 -4.557 1.648 1.339  0.4512
H19 -3.166 -0.624 2.336  0.1746
H20 -4.311 0.390 3.270  0.3415
H21 -4.841 -1.090 2.422  0.3279
H22 -2.851 2.474 0.299  0.5269
H23 -3.680 2.171 -1.228  0.3380
H24 -0.879 1.316 -0.288  0.1525
H25 -1.197 2.527 -1.553  0.7312
H26 -1.537 0.717 -1.816  0.2829
H27 -0.243 0.616 1.832  0.2323
H28 0.077 -0.883 2.292  0.2992
H29 3.153 1.540 2.303  0.3471
Zn1 0.152 1.066 -2.656  0.4205

- LUMO level: -0.26275 Eh
- Net charge: +1


C12H29F3N2O6SSi2 | the ωB97M-V functional and the def2-TZVPD basis

Last column: Mulliken charge in e.
Geometry (Å):
C1 -0.707 0.941 1.096  -1.1439
N1 0.718 0.831 1.385  -0.3426
C2 1.562 0.692 0.205  -0.7794
Si1 3.356 0.454 0.754  0.1628
C3 4.512 1.276 -0.492  -0.7888
C4 5.330 0.364 -1.437  -0.5349
C5 4.840 0.286 -2.897  -0.5507
C6 3.349 0.227 -3.078  0.3533
O1 2.596 1.049 -2.767  -0.4284
O2 2.871 -0.889 -3.740  -0.5143
O3 3.766 -1.142 1.149  -0.2020
Si2 3.168 -2.323 0.197  0.2840
C7 4.392 -3.819 0.337  0.7902
F1 5.525 -3.345 0.844  -0.2516
F2 4.010 -4.754 1.151  -0.2242
F3 4.705 -4.328 -0.832  -0.2706
S1 1.087 -2.890 0.608  1.2643
C8 0.082 -2.575 -0.867  -0.9714
O4 0.535 -2.245 1.767  -0.6657
O5 1.084 -4.320 0.768  -0.6863
H1 -1.282 0.088 1.445  0.3278
H2 -1.089 1.794 1.659  0.3875
H3 -0.907 1.167 0.056  0.3686
H4 0.912 0.136 2.090  0.3015
H5 1.550 1.653 -0.307  0.5714
H6 1.192 -0.039 -0.533  0.3219
H7 3.487 1.222 2.007  -0.2237
H8 5.232 1.837 0.097  0.4983
H9 3.942 2.029 -1.020  0.4416
H10 6.325 0.791 -1.489  0.3419
H11 5.493 -0.634 -1.048  0.2674
H12 5.251 1.073 -3.513  0.4149
H13 5.239 -0.632 -3.320  0.3008
H14 3.086 -1.693 -3.247  0.3724
H15 3.266 -1.872 -1.205  -0.1845
H16 -0.775 -2.006 -0.532  0.3268
H17 -0.280 -3.533 -1.207  0.3653
H18 0.638 -2.055 -1.636  0.2906
C9 -7.262 1.929 0.443  -1.4264
C10 -5.998 2.691 0.826  0.3421
C11 -4.703 1.901 0.583  -0.6792
O6 -4.437 0.902 1.552  -0.3484
C12 -5.116 -0.323 1.338  -0.7515
N2 -6.116 3.135 2.219  -0.7399
H19 -7.522 1.165 1.175  0.2809
H20 -8.109 2.613 0.382  0.3570
H21 -7.152 1.447 -0.531  0.3436
H22 -5.952 3.582 0.192  0.4154
H23 -3.864 2.600 0.649  0.3328
H24 -4.676 1.476 -0.429  0.4222
H25 -5.225 -0.548 0.273  0.3506
H26 -6.096 -0.317 1.820  0.2408
H27 -4.525 -1.113 1.803  0.2679
H28 -5.323 3.728 2.445  0.2781
H29 -5.987 2.318 2.811  0.3240

- LUMO level: 0.00270 Eh


C12H29InNOSSi | the ωB97M-V functional and the def2-TZVPD basis

Last column: Mulliken charge in e.
Geometry (Å):
C1 4.197 -0.267 2.348  -0.4678
O1 5.068 -0.093 1.229  -0.1723
C2 5.005 -0.802 0.146  -0.2806
C3 4.328 0.332 -1.107  -0.4504
C4 3.132 -0.354 -1.644  -0.8579
C5 1.881 -0.524 -0.788  -0.3945
C6 1.183 0.780 -0.414  -0.2380
C7 0.416 0.659 0.893  -0.4161
C8 -0.353 1.924 1.304  -1.1061
C9 -1.375 2.499 0.323  -0.6776
C10 -2.734 1.835 0.132  -0.9656
C11 -2.840 0.661 -0.881  -0.4798
C12 -2.803 -0.719 -0.213  -0.6686
Si1 -4.289 -1.822 -0.814  0.3798
N1 -3.843 -3.455 -0.984  -0.3861
S1 -5.925 -1.735 0.596  -0.4211
H1 4.811 -0.103 3.235  0.3243
H2 3.471 0.561 2.320  0.2466
H3 3.711 -1.239 2.316  0.3801
H4 5.990 -0.871 -0.336  0.3478
H5 4.396 -1.704 0.196  0.4463
H6 5.157 0.462 -1.798  0.5141
H7 4.144 1.251 -0.559  0.3409
H8 2.889 0.422 -2.425  0.3630
H9 3.406 -1.263 -2.179  0.4148
H10 2.154 -1.061 0.135  0.3704
H11 1.212 -1.189 -1.332  0.3617
H12 1.925 1.580 -0.300  0.2635
H13 0.538 1.117 -1.229  0.3578
H14 1.154 0.528 1.706  0.1726
H15 -0.188 -0.251 0.919  0.3344
H16 -0.840 1.749 2.265  0.4008
H17 0.399 2.696 1.480  0.3711
H18 -1.627 3.478 0.755  0.3797
H19 -0.918 2.720 -0.645  0.3043
H20 -3.416 2.607 -0.226  0.3756
H21 -3.129 1.529 1.105  0.4328
H22 -3.767 0.816 -1.435  0.5980
H23 -2.051 0.717 -1.634  0.2813
H24 -2.908 -0.670 0.874  0.5619
H25 -1.901 -1.289 -0.429  0.1208
H26 -4.818 -1.326 -2.094  -0.0942
H27 -3.225 -3.745 -1.733  0.2616
H28 -3.677 -4.030 -0.165  0.2804
H29 -5.212 -1.581 1.716  0.2000
In1 -8.728 -0.830 -0.628  0.8902

- LUMO level: -0.54107 Eh
- Net charge: +3


Number 1: HOMO level -12.52 eV, Kohn-Sham gap 7.95 eV. Number 2: HOMO level -10.37 eV, Kohn-Sham gap 3.22 eV. Number 3: HOMO level -8.61 eV, Kohn-Sham gap 8.68 eV. Number 4: HOMO level -16.58 eV, Kohn-Sham gap 1.86 eV.